# 1
Molecular formula: C7H28O7
Method: DFT, ωB97M-V/def2-TZVPD

Last column: natural (NBO) charge in e.
Atoms and positions in Å:
C -1.33 -0.63 -0.20  -0.248
O -0.45 -1.53 0.45  -0.764
H -0.76 0.25 -0.47  0.173
H -2.18 -0.43 0.35  0.162
H -1.64 -1.12 -1.13  0.161
H -0.62 -1.62 1.42  0.502
C -0.63 -1.08 4.51  -0.241
O -0.10 -0.80 3.22  -0.777
H -1.37 -1.86 4.48  0.170
H -1.04 -0.12 4.83  0.171
H 0.14 -1.47 5.24  0.168
H -0.17 0.14 2.94  0.510
C -3.17 2.21 -1.52  -0.246
O -2.02 2.94 -1.81  -0.753
H -3.83 2.94 -1.08  0.187
H -2.91 1.32 -0.92  0.157
H -3.56 1.81 -2.51  0.154
H -1.37 2.31 -2.18  0.487
C 2.78 -3.05 -0.98  -0.254
O 2.97 -3.99 0.04  -0.718
H 2.02 -2.34 -0.68  0.202
H 2.33 -3.60 -1.82  0.150
H 3.74 -2.61 -1.25  0.161
H 3.57 -4.68 -0.33  0.457
C 2.53 0.29 0.28  -0.249
O 3.73 0.92 -0.13  -0.730
H 2.15 0.66 1.20  0.170
H 2.72 -0.74 0.49  0.168
H 1.76 0.34 -0.46  0.177
H 4.33 0.92 0.61  0.462
C -0.86 -0.37 -3.56  -0.265
O -0.56 0.83 -2.89  -0.731
H -0.14 -1.21 -3.48  0.182
H -0.87 -0.12 -4.66  0.162
H -1.87 -0.71 -3.45  0.191
H 0.12 1.16 -3.45  0.479
C -0.84 2.45 1.19  -0.239
O 0.00 2.05 2.23  -0.768
H -0.18 2.28 0.31  0.179
H -1.06 3.50 1.24  0.176
H -1.76 1.91 1.16  0.176
H 0.39 2.79 2.75  0.486

Relative energy (zero: lowest compared OMol25 entry of this formula, charge and spin), kJ/mol: 428.6
HOMO level, eV: -9.65
SMILES: CO.CO.CO.CO.CO.CO.CO
Total charge: 0



# 2
Molecular formula: C7H28O7
Method: DFT, ωB97M-V/def2-TZVPD

Last column: natural (NBO) charge in e.
Atoms and positions in Å:
C 0.64 -3.04 2.41  -0.254
O -0.35 -2.95 3.41  -0.716
H 0.48 -2.41 1.53  0.157
H 1.42 -2.55 3.00  0.181
H 0.85 -4.08 2.15  0.177
H -1.17 -3.20 2.97  0.455
C 0.52 -3.04 -1.37  -0.255
O 1.09 -4.21 -0.84  -0.721
H 1.10 -2.15 -1.15  0.165
H 0.33 -3.02 -2.44  0.169
H -0.39 -2.76 -0.85  0.173
H 2.04 -4.18 -0.97  0.471
C -0.42 0.50 0.40  -0.244
O -0.39 0.63 -0.97  -0.733
H -1.44 0.40 0.76  0.161
H 0.31 -0.30 0.53  0.172
H 0.10 1.36 0.83  0.158
H -0.75 1.50 -1.09  0.480
C -3.64 2.23 -0.43  -0.257
O -2.31 2.81 -0.45  -0.748
H -3.66 1.41 0.30  0.184
H -4.45 2.90 -0.13  0.174
H -3.93 1.81 -1.39  0.177
H -2.28 3.58 -1.02  0.478
C -2.96 -1.50 -1.78  -0.254
O -3.74 -0.72 -2.69  -0.720
H -3.54 -2.27 -1.26  0.159
H -2.21 -2.05 -2.35  0.185
H -2.47 -0.86 -1.05  0.171
H -4.54 -0.45 -2.23  0.458
C 2.00 3.88 -0.05  -0.251
O 3.28 4.53 -0.24  -0.732
H 1.98 2.97 -0.65  0.171
H 1.90 3.60 1.00  0.165
H 1.20 4.52 -0.42  0.185
H 3.98 4.11 0.27  0.462
C 3.32 0.24 1.12  -0.250
O 4.46 0.72 0.47  -0.720
H 3.60 -0.27 2.04  0.172
H 2.67 1.08 1.34  0.156
H 2.66 -0.28 0.42  0.183
H 4.72 1.55 0.88  0.460

Relative energy (zero: lowest compared OMol25 entry of this formula, charge and spin), kJ/mol: 442.5
HOMO level, eV: -10.24
SMILES: CO.CO.CO.CO.CO.CO.CO
Total charge: 0



# 3
Molecular formula: C7H28O7
Method: DFT, ωB97M-V/def2-TZVPD

Last column: natural (NBO) charge in e.
Atoms and positions in Å:
C 34.00 11.53 -23.73  -0.254
O 33.27 11.81 -22.51  -0.715
H 35.04 11.35 -23.44  0.165
H 33.47 10.69 -24.18  0.191
H 33.99 12.42 -24.35  0.160
H 33.59 12.69 -22.33  0.453
C 36.04 13.78 -16.75  -0.244
O 37.03 13.13 -16.01  -0.714
H 35.09 13.78 -16.23  0.182
H 36.41 14.80 -16.84  0.155
H 35.97 13.36 -17.75  0.157
H 37.81 13.23 -16.57  0.463
C 40.00 2.31 -22.14  -0.250
O 40.38 2.79 -20.85  -0.732
H 40.43 2.79 -23.01  0.161
H 40.23 1.24 -22.20  0.187
H 38.95 2.61 -22.25  0.164
H 40.47 3.75 -20.83  0.470
C 38.52 9.46 -20.30  -0.266
O 39.08 8.47 -21.22  -0.730
H 38.39 10.47 -20.70  0.177
H 37.52 9.16 -20.00  0.176
H 39.00 9.38 -19.32  0.175
H 39.56 8.94 -21.91  0.468
C 41.39 12.86 -25.79  -0.249
O 41.45 11.53 -26.11  -0.722
H 41.60 13.15 -24.75  0.178
H 42.30 13.23 -26.27  0.155
H 40.65 13.49 -26.29  0.165
H 42.02 11.38 -26.86  0.473
C 42.01 11.94 -17.17  -0.253
O 41.14 12.74 -18.02  -0.734
H 42.79 11.48 -17.76  0.166
H 42.54 12.60 -16.48  0.163
H 41.50 11.21 -16.55  0.192
H 41.67 13.33 -18.55  0.467
C 35.22 5.00 -20.58  -0.242
O 34.00 5.69 -20.70  -0.723
H 35.71 5.46 -19.72  0.162
H 35.09 3.93 -20.41  0.158
H 35.82 5.12 -21.48  0.181
H 33.63 5.82 -19.83  0.463

Relative energy (zero: lowest compared OMol25 entry of this formula, charge and spin), kJ/mol: 513.4
HOMO level, eV: -10.15
SMILES: CO.CO.CO.CO.CO.CO.CO
Total charge: 0



# 4
Molecular formula: C7H29NO6
Method: DFT, ωB97M-V/def2-TZVPD

Last column: natural (NBO) charge in e.
Atoms and positions in Å:
C -2.67 -2.19 0.59  -0.632
C -2.13 -1.25 -0.47  -0.420
C -2.62 0.13 -0.78  -0.393
C -2.05 1.30 0.13  -0.433
C -0.80 1.85 -0.58  -0.205
N 0.00 2.75 0.30  -0.482
C -0.52 4.15 0.27  -0.406
C 0.64 2.25 1.47  -0.421
H -2.18 -2.08 1.55  0.215
H -3.75 -2.16 0.80  0.218
H -2.58 -3.24 0.31  0.225
H -1.02 -1.19 -0.47  0.173
H -2.31 -1.73 -1.46  0.220
H -2.64 0.44 -1.85  0.200
H -3.71 0.16 -0.49  0.207
H -2.80 2.06 0.19  0.208
H -1.88 0.82 1.13  0.202
H -1.08 2.48 -1.44  0.203
H -0.21 1.01 -0.94  0.180
H -1.22 4.26 -0.57  0.195
H 0.31 4.81 0.12  0.199
H -1.14 4.42 1.14  0.177
H 0.31 2.91 2.33  0.194
H 1.72 2.08 1.54  0.182
H 0.05 1.36 1.73  0.195
O -2.13 -0.77 -4.28  -0.966
H -2.28 0.15 -4.06  0.482
H -1.43 -1.26 -3.83  0.488
O 0.45 -4.23 0.32  -0.945
H 0.82 -4.29 1.21  0.472
H -0.17 -3.50 0.38  0.474
O 2.33 -0.28 3.51  -0.945
H 2.57 0.53 3.96  0.476
H 3.14 -0.51 3.03  0.475
O 3.72 -2.64 -0.81  -0.951
H 2.77 -2.75 -0.89  0.480
H 3.85 -1.73 -0.49  0.472
O 0.60 -1.05 0.99  -0.998
H 1.23 -0.63 1.57  0.507
H -0.10 -0.58 0.53  0.478
O 3.54 1.29 -0.85  -0.947
H 3.41 1.35 -1.80  0.474
H 2.71 1.60 -0.46  0.474

Relative energy (zero: lowest compared OMol25 entry of this formula, charge and spin), kJ/mol: 121.3
HOMO level, eV: -8.40
SMILES: CCCCCN(C)C.O.O.O.O.O.O
Total charge: 0



# 5
Molecular formula: C7H30N14O8
Method: DFT, ωB97M-V/def2-TZVPD

Last column: natural (NBO) charge in e.
Atoms and positions in Å:
N -2.03 2.75 -2.65  -0.882
C -2.37 3.49 -1.55  0.770
N -1.65 3.16 -0.45  -0.845
O -3.18 4.41 -1.51  -0.670
H -2.68 2.69 -3.41  0.396
H -1.11 2.34 -2.72  0.422
H -1.72 3.72 0.38  0.404
H -0.99 2.41 -0.48  0.388
N 0.10 1.56 2.91  -0.821
C -0.71 1.24 3.93  0.784
N -0.17 1.34 5.18  -0.846
O -1.92 1.04 3.79  -0.703
H 1.09 1.62 3.09  0.383
H -0.29 1.48 1.99  0.431
H -0.88 1.36 5.89  0.410
H 0.75 1.67 5.38  0.388
N -0.82 -0.80 -3.64  -0.833
C 0.27 -0.04 -3.39  0.794
N 1.39 -0.36 -4.10  -0.838
O 0.23 1.02 -2.74  -0.719
H -1.74 -0.40 -3.55  0.427
H -0.67 -1.72 -4.00  0.395
H 1.93 0.46 -4.33  0.414
H 1.44 -1.17 -4.68  0.393
N 2.67 -3.28 1.07  -0.848
C 3.40 -2.43 0.30  0.775
N 2.54 -1.75 -0.53  -0.867
O 4.62 -2.26 0.37  -0.681
H 3.08 -3.88 1.76  0.395
H 1.68 -3.35 0.94  0.406
H 2.97 -1.33 -1.33  0.406
H 1.57 -1.88 -0.34  0.403
N 4.04 2.17 1.60  -0.836
C 3.71 2.12 0.28  0.786
N 4.56 2.76 -0.55  -0.826
O 2.72 1.48 -0.10  -0.699
H 4.96 2.46 1.87  0.380
H 3.54 1.78 2.37  0.400
H 4.44 2.64 -1.54  0.413
H 5.31 3.33 -0.21  0.393
N -4.73 -0.72 1.96  -0.853
C -3.90 -0.47 0.91  0.776
N -2.86 0.35 1.24  -0.852
O -4.20 -0.89 -0.21  -0.718
H -5.58 -1.21 1.72  0.398
H -4.55 -0.47 2.91  0.395
H -2.66 0.45 2.23  0.428
H -2.16 0.39 0.52  0.400
N -1.82 -4.80 -0.90  -0.838
C -0.86 -3.89 -0.68  0.776
N -1.36 -2.60 -0.53  -0.865
O 0.36 -4.08 -0.64  -0.702
H -2.80 -4.59 -0.98  0.396
H -1.58 -5.73 -1.20  0.403
H -2.36 -2.48 -0.50  0.407
H -0.74 -1.85 -0.27  0.420
O 0.29 0.14 -0.02  -1.029
H 0.15 0.38 -0.95  0.495
H 1.25 0.26 0.12  0.522

Relative energy (zero: lowest compared OMol25 entry of this formula, charge and spin), kJ/mol: 74.6
HOMO level, eV: -9.01
SMILES: NC(N)=O.NC(N)=O.NC(N)=O.NC(N)=O.NC(N)=O.NC(N)=O.NC(N)=O.O
Total charge: 0



- Look up the HOMO level of the fifth one.
  -9.01 eV